4
Properties=species:S:1:pos:R:3:forces:R:3 method="wB97M-V/def2-TZVPD" e_tot_ha=-3010.73270 spin_multiplicity=1 charge=0 e_above_lowest_ev=3.488
C 0.083 -0.074 -0.209 -2.7 -1.2 1.5
S 0.258 -1.633 -0.089 -0.4 -0.1 -0.4
Br 1.398 1.119 -0.099 1.0 1.8 -0.2
H -1.739 0.589 0.396 2.1 -0.5 -0.9


78
Properties=species:S:1:pos:R:3:forces:R:3 method="wB97M-V/def2-TZVPD" e_tot_ha=-3230.49029 spin_multiplicity=1 charge=-2 e_above_lowest_ev=0.000
Pt 0.167 0.188 -0.259 0.0 -0.1 0.3
C 3.230 -3.950 -0.170 0.0 0.0 0.1
C 2.206 -3.750 -1.291 -0.1 -0.1 0.1
C 2.497 -4.675 -2.476 0.0 0.1 0.0
C 0.787 -3.943 -0.777 0.1 0.0 0.0
C 0.442 -5.180 -0.242 0.0 0.1 0.0
C -0.814 -5.397 0.295 -0.1 0.1 -0.1
C -1.746 -4.371 0.287 0.0 -0.1 -0.1
C -1.446 -3.126 -0.255 -0.4 0.0 0.2
C -2.468 -2.000 -0.279 -0.1 -0.1 0.0
C -3.664 -2.215 0.641 0.0 -0.1 0.0
C -2.943 -1.731 -1.712 0.0 0.0 0.0
C -0.172 -2.921 -0.778 0.4 0.0 -0.2
N 0.160 -1.627 -1.279 0.0 0.0 -0.2
C 0.356 -1.512 -2.603 0.1 0.1 0.0
O 0.285 -2.375 -3.484 0.1 -0.1 0.0
C 0.717 -0.101 -3.032 -0.2 -0.4 -0.2
C 1.266 0.252 -4.253 -0.1 -0.1 0.0
C 1.585 1.586 -4.466 0.0 0.0 0.0
C 1.371 2.526 -3.464 0.0 0.1 0.0
C 0.821 2.097 -2.272 0.0 0.4 0.1
N 0.485 0.825 -2.119 0.3 -0.1 0.2
C 0.605 2.964 -1.040 -0.1 -0.1 -0.2
O 0.748 4.187 -1.148 0.0 0.1 0.1
N 0.258 2.247 0.036 0.0 0.0 0.1
C 0.017 2.918 1.272 -0.1 0.0 -0.3
C 1.090 3.408 2.019 0.2 0.1 0.1
C 0.819 3.999 3.250 0.0 -0.1 0.0
C -0.477 4.094 3.731 0.1 0.0 -0.1
C -1.529 3.612 2.973 0.0 0.0 -0.1
C -1.303 3.024 1.732 -0.1 0.0 0.1
C -2.458 2.524 0.879 0.1 0.1 0.0
C -3.760 2.306 1.645 0.0 0.1 0.0
C -2.705 3.477 -0.297 0.0 0.0 0.0
C 2.515 3.289 1.495 0.0 0.0 0.1
C 3.504 4.199 2.226 -0.1 0.1 -0.1
C 3.032 1.848 1.560 0.0 0.0 0.0
H 4.240 -3.726 -0.531 0.0 0.0 0.0
H 3.220 -4.984 0.192 0.0 0.0 0.0
H 3.001 -3.296 0.673 0.0 0.0 0.0
H 2.306 -2.726 -1.638 0.0 0.1 0.0
H 2.384 -5.726 -2.188 0.0 0.0 0.0
H 3.522 -4.531 -2.835 0.0 0.0 0.0
H 1.806 -4.462 -3.293 0.0 0.0 0.0
H 1.181 -5.975 -0.220 0.0 0.0 0.0
H -1.064 -6.355 0.739 0.0 0.0 0.0
H -2.718 -4.541 0.727 0.0 0.1 0.1
H -1.954 -1.102 0.082 -0.1 -0.1 0.0
H -4.299 -3.037 0.287 0.0 0.0 0.0
H -4.273 -1.306 0.659 0.0 0.0 0.0
H -3.344 -2.422 1.667 -0.1 0.0 -0.2
H -3.448 -2.615 -2.117 0.0 0.0 0.0
H -2.112 -1.488 -2.377 -0.1 0.0 0.0
H -3.648 -0.894 -1.724 0.0 0.0 0.0
H 1.440 -0.523 -4.987 0.0 0.0 0.0
H 2.019 1.894 -5.411 0.0 0.0 0.0
H 1.631 3.571 -3.569 0.0 0.0 0.0
H 1.629 4.377 3.857 0.0 0.0 0.0
H -0.665 4.540 4.701 0.0 0.0 0.0
H -2.539 3.689 3.356 0.0 0.0 0.0
H -2.152 1.558 0.470 0.0 -0.1 0.0
H -4.188 3.257 1.985 0.0 -0.1 0.0
H -3.615 1.655 2.506 0.0 0.0 0.0
H -4.492 1.832 0.987 0.0 0.0 0.0
H -3.000 4.464 0.074 0.0 0.0 0.0
H -3.509 3.093 -0.933 0.0 0.0 0.0
H -1.813 3.607 -0.911 -0.1 0.0 0.1
H 2.492 3.616 0.453 0.0 0.0 0.0
H 3.655 3.874 3.259 0.0 0.0 0.0
H 3.171 5.241 2.238 0.0 0.0 0.0
H 4.474 4.157 1.724 0.0 0.0 0.0
H 3.022 1.482 2.590 0.0 0.0 0.0
H 4.059 1.805 1.181 0.0 0.0 0.0
H 2.424 1.160 0.976 0.0 0.0 0.0
S 1.016 -2.169 2.267 0.0 0.3 0.0
S -1.647 -2.604 3.626 -0.1 -0.1 0.1
S -1.933 -0.725 3.116 0.1 0.2 0.0
S 0.245 -0.359 1.996 0.2 0.0 0.0


14
Properties=species:S:1:pos:R:3:forces:R:3 method="wB97M-V/def2-TZVPD" e_tot_ha=-307.63727 spin_multiplicity=1 charge=0 smiles="O=CCCCO" e_above_lowest_ev=2.045
O 1.291 -1.930 -1.353 -0.1 0.1 0.1
C 0.730 -1.187 -0.581 0.6 -0.4 -0.2
C 1.374 0.102 -0.055 -0.2 -0.2 0.0
C 0.263 0.868 0.676 -0.4 -0.2 0.0
C -1.135 0.613 0.024 -0.4 0.1 0.1
O -1.796 -0.678 0.344 0.0 0.8 0.0
H -0.323 -1.373 -0.208 1.6 -0.3 -0.4
H 1.811 0.683 -0.885 -0.3 -0.3 0.1
H 2.230 -0.143 0.594 -0.4 0.0 -0.1
H 0.243 0.598 1.735 -0.1 -0.1 -0.1
H 0.472 1.953 0.654 -0.4 -0.4 -0.1
H -1.837 1.340 0.411 0.0 0.5 -0.2
H -0.999 0.765 -1.062 -0.4 -0.3 0.3
H -2.356 -1.023 -0.380 0.5 0.8 0.3


14
Properties=species:S:1:pos:R:3:forces:R:3 method="wB97M-V/def2-TZVPD" e_tot_ha=-543.76283 spin_multiplicity=1 charge=+1 e_above_lowest_ev=0.460
O -0.097 -0.252 0.187 0.2 -1.1 0.4
C -1.142 0.200 0.836 -0.5 0.8 -0.1
C -2.393 -0.286 0.250 -0.1 -0.5 0.1
H -2.288 -1.091 -0.489 -0.1 0.2 0.1
H -3.004 -0.596 1.119 0.1 0.0 -0.4
H -2.953 0.570 -0.156 0.2 -0.1 0.0
O 1.178 0.759 1.780 0.5 -1.3 0.0
Na -0.594 2.179 2.318 0.1 -0.3 0.1
C 1.160 0.049 0.804 -0.6 3.2 -0.7
O 2.161 -0.183 0.024 0.2 -0.5 0.6
C 2.010 -0.314 -1.409 -0.3 -0.5 -0.5
H 1.622 0.620 -1.824 0.2 -0.1 0.2
H 3.016 -0.527 -1.778 -0.3 0.1 0.1
H 1.323 -1.127 -1.660 0.3 0.1 0.1


15
Properties=species:S:1:pos:R:3:forces:R:3 method="wB97M-V/def2-TZVPD" e_tot_ha=-702.01211 spin_multiplicity=1 charge=0 e_above_lowest_ev=1.779
H 0.855 2.270 -0.539 -0.7 1.4 -0.2
N 1.482 1.546 -0.314 1.1 -0.1 -0.4
C 0.849 0.651 0.287 -2.1 -1.2 0.9
C -0.666 0.626 0.629 0.6 1.8 -1.8
C -1.512 -0.254 -0.291 0.2 -0.1 0.7
O -1.295 -1.664 -0.015 -0.8 0.5 -0.3
N 1.378 -0.550 0.659 1.3 -0.5 -0.4
S 2.962 -0.921 0.035 -0.6 -0.2 0.3
H -0.859 0.388 1.641 0.0 -0.3 1.1
H -0.994 1.683 0.438 0.0 -0.9 0.3
H -2.553 0.064 -0.084 0.3 -0.5 -0.5
H -1.179 -0.050 -1.302 -0.4 0.1 -0.5
H -1.951 -2.178 -0.533 0.7 0.5 0.5
H 0.658 -1.264 0.572 0.6 -0.4 0.1
H 2.825 -0.346 -1.182 -0.1 -0.1 0.2


13
Properties=species:S:1:pos:R:3:forces:R:3 method="wB97M-V/def2-TZVPD" e_tot_ha=-3502.00295 spin_multiplicity=1 charge=0 e_above_lowest_ev=2.537
N -0.762 0.409 0.227 0.2 0.7 -0.1
Si -0.726 1.129 -1.412 0.4 -3.2 -0.2
Si -1.277 -1.108 0.926 0.8 -0.4 0.3
Si 2.606 0.204 0.819 0.2 1.5 -0.3
Br 4.496 0.298 -0.505 -0.6 -0.5 0.5
H 0.555 0.639 -2.195 -1.2 0.4 0.7
H -0.673 2.522 -1.400 0.0 1.7 0.3
H -1.966 0.674 -2.192 0.8 0.2 0.5
H -2.640 -1.292 0.399 0.0 -0.5 0.0
H -0.258 -2.264 0.675 -1.0 0.8 -0.1
H -1.312 -1.074 2.455 0.0 0.3 -0.9
H -0.506 1.065 0.967 0.1 -0.1 -0.4
H 2.463 -1.203 1.234 0.4 -0.9 -0.2